{"formula": "C3H9NS2", "method": "ωB97M-V/def2-TZVPD", "smiles": "C[C@@H](N)CSS", "e_above_lowest_kcal_mol": 12.8, "e_tot_ha": -970.81125, "symbols": ["C", "C", "N", "C", "S", "S", "H", "H", "H", "H", "H", "H", "H", "H", "H"], "coordinates": [[0.39168, 0.85256, 1.56827], [-0.25674, 0.22935, 0.31118], [-1.12812, 1.18600, -0.39840], [0.72260, -0.30536, -0.72888], [0.10380, -1.04493, -2.18285], [0.21378, -3.00657, -1.78613], [-0.23921, 1.64746, 1.93478], [0.60747, 0.12999, 2.35550], [1.35034, 1.23186, 1.21965], [-0.95344, -0.57778, 0.56544], [-2.11612, 1.09626, -0.23259], [-0.84555, 2.12710, -0.18493], [1.26380, 0.58861, -1.12471], [1.65159, -0.77667, -0.37704], [-0.76589, -3.37788, -0.93929]]}